DFT (ωB97M-V/def2-TZVPD) results for a molecular structure, C48H43N2O4ReS3Sb in a non-equilibrium geometry.

CARTESIAN COORDINATES (ANGSTROEM)
1 Re 0.64479 -0.34355 -0.01645
2 O 0.72440 0.84359 -1.47417
3 C 1.62914 1.38219 -2.32687
4 C 1.18512 1.89858 -3.53488
5 C 2.11479 2.44396 -4.40095
6 C 3.47469 2.48711 -4.07356
7 C 3.89961 1.97520 -2.86811
8 C 2.97321 1.40593 -1.98187
9 C 3.41470 0.86333 -0.72992
10 N 2.67450 0.24543 0.12428
11 N 3.37579 -0.16035 1.27084
12 C 2.52183 -0.61960 2.11169
13 O 1.23190 -0.53918 1.85344
14 C 2.91512 -1.20187 3.40680
15 C 1.93676 -1.64222 4.29277
16 C 2.30281 -2.20269 5.50682
17 C 3.64647 -2.32459 5.83389
18 C 4.62318 -1.89156 4.94601
19 C 4.26231 -1.33036 3.73327
20 H 0.13149 1.86663 -3.77224
21 H 1.78108 2.85133 -5.34686
22 H 4.18742 2.91791 -4.76237
23 H 4.94696 1.99759 -2.59309
24 H 4.46417 0.94413 -0.46043
25 H 0.89375 -1.54585 4.02682
26 H 1.54341 -2.53928 6.19966
27 H 3.93418 -2.75665 6.78297
28 H 5.66936 -1.99203 5.20114
29 H 5.01546 -0.99041 3.03543
30 O -0.20968 -2.10935 0.58407
31 S -1.52203 -2.90385 0.33713
32 C -0.96519 -4.59544 0.70676
33 C 0.49988 -4.78358 0.34453
34 C 0.80155 -4.64051 -1.14382
35 C 2.29426 -4.75607 -1.42546
36 S 3.18594 -3.19914 -1.05292
37 O 2.21967 -2.31951 -0.28090
38 C 3.32335 -2.56154 -2.70618
39 C 2.39627 -1.66160 -3.20512
40 C 2.55864 -1.17479 -4.49570
41 C 3.63331 -1.58995 -5.26808
42 C 4.55559 -2.49442 -4.75599
43 C 4.40928 -2.98011 -3.46655
44 C -2.54012 -2.57351 1.74716
45 C -3.83709 -3.06670 1.73248
46 C -4.64679 -2.82406 2.83220
47 C -4.16013 -2.09057 3.90666
48 C -2.86089 -1.59977 3.89318
49 C -2.03226 -1.83771 2.80651
50 H -1.62995 -5.23101 0.11761
51 H -1.14535 -4.76425 1.76667
52 H 0.79177 -5.77828 0.68967
53 H 1.08573 -4.05864 0.90674
54 H 0.45012 -3.67532 -1.52075
55 H 0.27753 -5.41328 -1.71104
56 H 2.50490 -4.97841 -2.47001
57 H 2.76036 -5.52448 -0.80740
58 H 1.55683 -1.35771 -2.59464
59 H 1.84211 -0.47045 -4.89726
60 H 3.75685 -1.20770 -6.27242
61 H 5.39477 -2.81402 -5.35851
62 H 5.13912 -3.66859 -3.05680
63 H -4.21534 -3.62860 0.88665
64 H -5.65752 -3.20771 2.84953
65 H -4.79728 -1.90156 4.75987
66 H -2.48618 -1.03443 4.73634
67 H -1.01760 -1.46176 2.77507
68 S -1.65019 0.14372 -0.08572
69 Sb -2.24978 2.40494 -0.27039
70 C -0.93720 3.66335 -1.24114
71 C -1.25925 4.32483 -2.42396
72 C -0.35007 5.23007 -2.95770
73 C 0.85467 5.46956 -2.31291
74 C 1.16707 4.81074 -1.13129
75 C 0.27168 3.90410 -0.58829
76 C -4.16940 2.20751 -1.02368
77 C -5.08360 1.67804 -0.11228
78 C -6.38320 1.42404 -0.52372
79 C -6.76232 1.69593 -1.83038
80 C -5.84922 2.21936 -2.73476
81 C -4.54438 2.47411 -2.33832
82 C -2.42520 3.01286 1.69853
83 C -3.15133 4.17135 1.96944
84 C -3.29862 4.57953 3.28631
85 C -2.72226 3.83950 4.31118
86 C -1.99987 2.68826 4.03237
87 C -1.84842 2.26345 2.71901
88 H -2.20359 4.16803 -2.92390
89 H -0.59278 5.75795 -3.87031
90 H 1.55285 6.18391 -2.72912
91 H 2.10409 5.00915 -0.62780
92 H 0.51469 3.40252 0.34239
93 H -4.79690 1.47612 0.91384
94 H -7.10025 1.02259 0.17949
95 H -7.77793 1.49918 -2.14640
96 H -6.15213 2.43286 -3.75070
97 H -3.84365 2.86272 -3.06268
98 H -3.60529 4.75333 1.17536
99 H -3.86115 5.47516 3.51189
100 H -2.83727 4.16583 5.33608
101 H -1.55035 2.12155 4.83682
102 H -1.29223 1.35952 2.49938

Summary:
charge: +2
highest occupied orbital energy (spin up / spin down): -12.56 / -12.59 eV
energy above the lowest of the compared OMol25 structures with the same formula, charge and spin: 1.103 eV
spin multiplicity: 2
gap between HOMO and LUMO (spin up / spin down): 6.40 / 6.75 eV

=====

DFT (ωB97M-V/def2-TZVPD) results for C6H17NOSi2 in the gas phase in a non-equilibrium geometry.

CARTESIAN COORDINATES (ANGSTROEM)
1 C 0.35208 1.40097 -1.92394
2 Si 1.31984 0.15129 -0.72261
3 C 2.48964 -1.11458 -1.59366
4 C 2.40987 1.16514 0.44536
5 N 0.22331 -0.62159 0.51537
6 Si -1.45308 -0.73845 0.58330
7 C -2.54670 0.80669 0.59622
8 C -1.90229 -1.65117 2.25321
9 C -2.10433 -1.49771 -1.08220
10 O -2.81366 -0.85992 -1.82119
11 H 1.02233 2.21257 -2.24841
12 H 0.03996 0.88545 -2.85377
13 H -0.59496 1.85807 -1.61216
14 H 2.78473 -1.94770 -0.81386
15 H 1.95836 -1.71912 -2.48135
16 H 3.43848 -0.59820 -2.11669
17 H 2.77063 2.08147 -0.17221
18 H 2.07784 1.38309 1.46498
19 H 3.38689 0.61881 0.54396
20 H 0.64026 -0.42844 1.42485
21 H -2.63236 1.33853 1.58059
22 H -2.31774 1.53108 -0.02363
23 H -3.57374 0.37475 0.35257
24 H -2.83793 -2.22024 2.38769
25 H -1.08047 -2.39635 2.31775
26 H -1.68443 -1.06961 3.14933
27 H -1.78685 -2.51349 -1.48153

Summary:
SMILES: C[Si](C)(C)N[Si](C)(C)C=O
charge: 0
highest occupied orbital energy: -8.92 eV
energy above the lowest of the compared OMol25 structures with the same formula, charge and spin: 2.175 eV
gap between HOMO and LUMO: 9.50 eV

=====

DFT (ωB97M-V/def2-TZVPD) results for 2 unconnected molecules or ions with the total composition C23H42BClN4O6 in a non-equilibrium geometry.

CARTESIAN COORDINATES (ANGSTROEM)
1 C 4.89382 -4.60939 0.37954
2 C 3.46536 -5.34808 0.35212
3 O 3.42417 -6.60580 0.44148
4 O 2.21050 -4.67524 0.18133
5 C 1.58618 -4.61368 1.48426
6 O 1.27645 -5.58752 2.18970
7 C 1.33401 -3.12450 2.06118
8 C 0.22699 -2.40852 1.15159
9 C 0.68481 -1.72330 -0.24561
10 C 1.32124 -0.25822 -0.05425
11 C 0.99510 0.76714 -1.20091
12 C 1.49165 2.23647 -1.16332
13 C 2.32808 2.69930 0.07809
14 C 2.67040 1.68154 1.19231
15 C 2.17503 0.20167 1.14885
16 C -0.79807 -1.38463 1.89442
17 O -2.01742 -1.69385 1.19263
18 B -2.12404 -3.18162 0.97424
19 C -2.80927 -3.65738 2.39584
20 C -3.14528 -5.22315 2.52966
21 C -4.60586 -5.63705 1.96475
22 Cl -1.87920 -6.35807 1.84309
23 C -3.11028 -3.23512 -0.34290
24 C -2.55167 -4.06628 -1.59105
25 N -3.61592 -3.94808 -2.67947
26 N -2.45129 -5.55408 -1.32627
27 N -1.29410 -3.53390 -2.19047
28 O -0.67134 -3.50895 0.79096
29 H 5.00483 -3.93860 -0.55492
30 H 4.98691 -4.01348 1.34926
31 H 5.68218 -5.44174 0.34909
32 H 1.00362 -3.17568 3.16447
33 H 2.35676 -2.61288 2.05481
34 H -0.30303 -1.54945 -0.82138
35 H 1.32528 -2.41521 -0.89152
36 H 0.37308 0.41630 -2.09520
37 H 1.22402 2.97675 -2.00341
38 H 2.67213 3.79041 0.13618
39 H 3.30255 2.03457 2.06847
40 H 2.43910 -0.50866 1.99341
41 H -0.50345 -0.27970 1.97770
42 H -0.77431 -1.70220 3.01240
43 H -2.20062 -3.32257 3.31432
44 H -3.82249 -3.10177 2.48345
45 H -3.19504 -5.44871 3.66461
46 H -4.72241 -6.76739 2.19220
47 H -4.70498 -5.53445 0.83520
48 H -5.43283 -5.11992 2.56487
49 H -3.26038 -2.15079 -0.71945
50 H -4.15425 -3.60116 -0.03821
51 H -3.65974 -2.92018 -2.85707
52 H -3.26021 -4.33830 -3.56753
53 H -3.42276 -5.88598 -1.49482
54 H -1.83045 -6.00342 -2.01379
55 H -1.24276 -3.68585 -3.20572
56 H -0.51248 -4.02924 -1.72939
57 C -0.33405 6.68583 -0.66223
58 N 0.63129 7.85620 -0.55904
59 C 0.87113 8.13878 0.91090
60 C 0.00919 9.07438 -1.19371
61 C 1.98729 7.51724 -1.19891
62 C 1.94828 7.24056 -2.70088
63 O 1.12023 6.12820 -2.99279
64 H -1.16517 6.86978 0.02288
65 H -0.72403 6.62773 -1.67581
66 H 0.19208 5.77256 -0.37854
67 H -0.08306 8.38842 1.37764
68 H 1.56270 8.97835 0.99366
69 H 1.29533 7.24399 1.36949
70 H -0.23197 8.85088 -2.23266
71 H 0.72232 9.89804 -1.13261
72 H -0.90388 9.31862 -0.64889
73 H 2.35938 6.63703 -0.66592
74 H 2.65098 8.36216 -0.99626
75 H 2.96161 7.01096 -3.04472
76 H 1.59304 8.10866 -3.26388
77 H 1.15896 5.97125 -3.94747

Summary:
charge: 0
highest occupied orbital energy: -6.04 eV
gap between HOMO and LUMO: 4.60 eV

=====

DFT (ωB97M-V/def2-TZVPD) results for 2 unconnected molecules or ions with the total composition C3H8NO in a non-equilibrium geometry.

CARTESIAN COORDINATES (ANGSTROEM)
1 C -2.23800 1.34654 0.67735
2 N -2.30778 0.09430 0.46049
3 H -1.36686 1.88791 0.31246
4 H -3.06946 1.91213 1.08279
5 H -3.21181 -0.34708 0.30696
6 H -1.45270 -0.42225 0.16172
7 O 0.16483 -0.27320 -0.41859
8 C 1.18511 -0.93117 -0.48578
9 C 2.58673 -0.39723 -0.39133
10 H 1.15498 -2.02819 -0.37911
11 H 2.88559 -0.41976 -1.45449
12 H 2.46554 0.63396 -0.07031
13 H 3.20385 -1.05595 0.19785

Summary:
charge: +1
highest occupied orbital energy: -14.32 eV
energy above the lowest of the compared OMol25 structures with the same formula, charge and spin: 0.781 eV
gap between HOMO and LUMO: 9.03 eV

=====

DFT (ωB97M-V/def2-TZVPD) results for C3H3BrS in the gas phase in a non-equilibrium geometry.

CARTESIAN COORDINATES (ANGSTROEM)
1 C 0.36896 -0.04397 0.55101
2 C 1.43355 0.42221 0.85723
3 C -0.96736 -0.52644 0.01761
4 S -1.19190 0.00411 -1.70773
5 Br 2.94503 1.12595 1.44299
6 H -0.79848 -1.60478 -0.26805
7 H -1.68786 -0.26966 0.80593
8 H -0.10194 0.89258 -1.69899

Summary:
charge: 0
highest occupied orbital energy (spin up / spin down): -4.67 / -9.56 eV
energy above the lowest of the compared OMol25 structures with the same formula, charge and spin: 3.701 eV
spin multiplicity: 3
gap between HOMO and LUMO (spin up / spin down): 5.43 / 6.60 eV

=====

DFT (ωB97M-V/def2-TZVPD) results for C2H9N3O2S in the gas phase in a non-equilibrium geometry.

CARTESIAN COORDINATES (ANGSTROEM)
1 C -1.65663 -0.08085 0.71534
2 N -0.74735 0.50933 -0.17433
3 C -0.43327 -0.55380 -1.56798
4 N 0.91936 -0.64654 -1.75131
5 S 0.68370 1.18853 0.51504
6 N 1.38766 -0.28082 1.07963
7 O 1.66733 1.62988 -0.46921
8 O 0.38291 2.05207 1.60765
9 H -1.66965 0.21459 1.75436
10 H -2.61912 0.03050 0.42730
11 H -1.43487 -1.26624 0.96319
12 H -0.93698 0.05789 -2.30479
13 H -0.93775 -1.42914 -1.19188
14 H 1.20697 0.27428 -1.86169
15 H 1.22589 -0.95008 -0.83005
16 H 2.23341 0.03179 1.47476
17 H 0.72841 -0.78140 1.61396

Summary:
SMILES: CN(CN)S(N)(=O)=O
charge: 0
highest occupied orbital energy: -9.56 eV
energy above the lowest of the compared OMol25 structures with the same formula, charge and spin: 1.296 eV
gap between HOMO and LUMO: 10.23 eV

=====

DFT (ωB97M-V/def2-TZVPD) results for a molecular structure, C10H32CoO7 in a non-equilibrium geometry.

CARTESIAN COORDINATES (ANGSTROEM)
1 Co -5.31982 35.58277 -4.37867
2 O -6.81454 36.82392 -3.91626
3 H -6.89813 37.24785 -3.04001
4 O -3.95051 34.12388 -4.53852
5 H -3.77278 33.47075 -3.83399
6 C -0.30712 33.26051 -3.12521
7 C -1.24650 34.30756 -2.60488
8 O -1.68190 35.05502 -3.75270
9 H -0.77851 32.33716 -3.46186
10 H 0.38348 32.87980 -2.37272
11 H 0.25354 33.61050 -3.99196
12 H -0.65475 34.99990 -2.00605
13 H -2.12655 33.97494 -2.05445
14 H -2.51178 34.65719 -4.02587
15 C -3.81845 39.26212 -4.66406
16 C -2.83471 38.11016 -4.63513
17 O -3.55231 37.11407 -3.96457
18 H -4.73866 38.97638 -5.17364
19 H -3.45823 40.08316 -5.28392
20 H -4.14320 39.70882 -3.72433
21 H -1.90849 38.32902 -4.10379
22 H -2.62306 37.79695 -5.65748
23 H -2.88686 36.71066 -3.40239
24 C -7.29606 36.64746 -7.53281
25 C -5.93113 37.10015 -6.95529
26 O -5.11799 36.11813 -6.41148
27 H -7.93813 37.49494 -7.77285
28 H -7.87736 35.97205 -6.90512
29 H -7.15434 36.22659 -8.52824
30 H -6.23478 37.66917 -6.07658
31 H -5.41885 37.64827 -7.74601
32 H -4.72064 35.67456 -7.16445
33 C -6.20634 36.06809 -0.21804
34 C -5.84825 34.85504 -1.12644
35 O -4.96211 35.41490 -2.08127
36 H -6.98984 35.83754 0.50382
37 H -6.37855 36.96793 -0.80858
38 H -5.31312 36.33644 0.34608
39 H -6.73775 34.54227 -1.67329
40 H -5.51539 33.89157 -0.74040
41 H -4.18721 35.72492 -1.60692
42 C -7.46823 31.89700 -4.22786
43 C -7.22530 33.05379 -5.18719
44 O -6.94399 34.21050 -4.50864
45 H -8.25342 32.19917 -3.53484
46 H -6.58776 31.69835 -3.61678
47 H -7.80637 30.98268 -4.71549
48 H -7.99065 33.09371 -5.96227
49 H -6.25208 32.92759 -5.66154
50 H -7.77646 34.55569 -4.17782

Summary:
charge: 0
highest occupied orbital energy (spin up / spin down): -8.41 / -8.17 eV
energy above the lowest of the compared OMol25 structures with the same formula, charge and spin: 1.425 eV
spin multiplicity: 4
gap between HOMO and LUMO (spin up / spin down): 9.08 / 8.84 eV

=====

DFT (ωB97M-V/def2-TZVPD) results for 2 unconnected molecules or ions with the total composition C4H14N3 in a non-equilibrium geometry.

CARTESIAN COORDINATES (ANGSTROEM)
1 C 1.74183 1.74127 -0.90126
2 C -0.18378 1.18054 0.63175
3 N 0.55914 1.98170 -0.10386
4 N -0.06188 -0.14178 0.55335
5 N -1.00736 1.68179 1.59027
6 H 0.31310 2.95744 -0.26988
7 H 0.46592 -0.52517 -0.21492
8 H -0.03407 -0.71268 1.38417
9 H -0.99090 2.69206 1.64172
10 H -1.90384 1.28174 1.81394
11 H 2.49530 2.48831 -0.70792
12 H 1.50045 1.53900 -1.92557
13 H 2.10148 0.71985 -0.66407
14 C -0.60236 -2.57667 -1.41422
15 C -0.43004 -3.21738 -0.06698
16 H -1.65853 -2.72131 -1.81450
17 H -0.33157 -1.57822 -1.69917
18 H -0.33563 -3.25276 -2.30790
19 H -1.16534 -4.02589 -0.04184
20 H 0.56791 -3.65829 0.04579
21 H -0.69329 -2.70832 0.83768

Summary:
charge: +1
highest occupied orbital energy: -14.09 eV
energy above the lowest of the compared OMol25 structures with the same formula, charge and spin: 1.207 eV
gap between HOMO and LUMO: 11.05 eV